This record from the OMol25 dataset describes a 3-piece molecular cluster, C4H10O4 overall. The level of theory is ωB97M-V with the def2-TZVPD basis set.

Geometry as XYZ:
```
18
C4H10O4, DFT ωB97M-V with the def2-TZVPD basis set
O -0.82 2.40 0.50
C -1.38 1.31 0.57
C -1.04 0.08 -0.15
C 0.56 -0.32 -0.30
C 0.86 -1.51 -1.17
O 1.08 -2.52 -0.43
H -2.34 1.13 1.02
H -1.39 -0.65 0.62
H -1.64 -0.10 -1.05
H 1.01 -0.49 0.74
H 1.09 0.49 -0.58
H 0.81 -1.59 -2.32
O -0.17 -1.73 2.43
H -0.06 -2.08 1.51
H 0.26 -2.37 2.95
O 0.86 2.30 -1.68
H 0.17 2.22 -2.25
H 0.45 2.49 -0.83
```

multiplicity	1
total energy	-12497.95862	eV
structure (SMILES)	O=CCCC=O.O.O
E_LUMO	0.4	eV
gap between HOMO and LUMO	10.55	eV
highest occupied orbital energy	-10.170	eV

So, what does the natural (NBO) scheme give us? The charges, in e, come out as: O -0.54; C 0.46; C -0.52; C -0.52; C 0.41; O -0.56; H 0.12; H 0.24; H 0.25; H 0.25; H 0.26; H 0.16; O -0.96; H 0.48; H 0.47; O -0.95; H 0.45; H 0.49